1.
Entry from the OMol25 dataset: a structure of composition C21H17IN5O7P2W (ωB97M-V/def2-TZVPD).

The geometry in XYZ format:
```
54
C21H17IN5O7P2W (ωB97M-V/def2-TZVPD)
W 0.5840 0.5818 0.5980
C -1.8740 4.0754 -0.8206
C -0.7741 3.2635 -0.5095
N -0.8793 1.9550 -0.3574
C -2.1030 1.3746 -0.5612
C -3.2630 2.1182 -0.8131
C -3.1152 3.5157 -0.9400
C -4.4943 1.4302 -0.9255
C -4.5170 0.0720 -0.7941
C -3.3362 -0.6765 -0.5920
C -2.1240 -0.0383 -0.5057
N -0.8528 -0.5906 -0.3520
C -0.5793 -1.9103 -0.6786
C -1.2506 -2.7186 -1.5707
C -0.8294 -4.0471 -1.7830
C 0.2438 -4.5702 -1.1182
C 0.9704 -3.7550 -0.2201
C 2.0925 -4.2022 0.5114
C 2.7276 -3.3346 1.3510
C 2.2811 -2.0079 1.4531
N 1.2414 -1.5451 0.7794
C 0.5670 -2.4247 -0.0316
H -1.7207 5.1390 -0.9288
H 0.2002 3.6972 -0.3524
H -3.9857 4.1288 -1.1373
H -5.4018 1.9916 -1.1023
H -5.4578 -0.4585 -0.8546
H -3.4052 -1.7505 -0.4980
H -2.1084 -2.3449 -2.1114
H -1.3815 -4.6585 -2.4841
H 0.5536 -5.5955 -1.2687
H 2.4291 -5.2253 0.4006
H 3.5815 -3.6352 1.9402
H 2.7929 -1.3142 2.0985
O -0.0745 0.1127 4.6029
P -0.5009 1.3314 3.6779
O -1.5481 2.1841 4.2140
O -0.6080 0.7462 2.2691
O 0.9447 2.1923 3.6174
P 1.9163 2.0680 2.3980
O 3.2104 2.8280 2.8122
O 1.2772 2.5739 1.1065
O 2.1793 0.6059 2.0247
H -0.4487 0.2005 5.4895
H 3.1585 3.3503 3.6239
I 5.2218 1.3705 -3.5791
C 3.4423 0.8539 -2.6935
C 2.3697 0.2123 -3.2775
N 1.4300 0.0753 -2.3319
N 1.8316 0.6020 -1.1602
C 3.0530 1.0874 -1.3724
H 2.2218 -0.1506 -4.2804
H 0.5174 -0.3543 -2.3866
H 3.5942 1.5712 -0.5758
```

<S²> = 2.016
Charge = +1
ΔE to the lowest compared entry with this formula, charge and spin = 0.53 kcal per mole
LUMO energy (alpha / beta) = -0.1134 / -0.1319 hartree
Highest occupied orbital energy (alpha / beta) = -9.99 / -10.58 eV
Spin multiplicity = 3

Atom charges from the Mulliken analysis, given in e for atoms 1 to 5: 1.61, -1.05, -0.02, 0.02, 0.62

---

2.
Entry from the OMol25 dataset: a structure of composition C21H17N4O8RuS3 (ωB97M-V/def2-TZVPD).

The geometry in XYZ format:
```
54
C21H17N4O8RuS3 (ωB97M-V/def2-TZVPD)
Ru 1.5228 -1.1222 -0.8619
O 0.9271 -0.4859 3.4023
C 1.3151 -0.7930 2.1985
O 1.0973 -0.1291 1.2041
C 2.0656 -2.0830 2.0907
C 2.2322 -2.9747 3.1382
C 2.9217 -4.1487 2.8832
C 3.4380 -4.3682 1.6127
C 3.2267 -3.4093 0.6353
N 2.5322 -2.3072 0.8709
C 3.7495 -3.4362 -0.7792
O 4.5615 -4.4219 -1.1510
O 3.4463 -2.5655 -1.5502
H 0.3363 0.3014 3.3764
H 1.8219 -2.7451 4.1099
H 3.0660 -4.8820 3.6643
H 3.9851 -5.2797 1.4113
H 4.7157 -5.0560 -0.4426
S 1.1328 -1.8000 -3.0530
C 1.8557 -0.3141 -3.5468
S 2.1805 0.6654 -2.1498
C 2.1308 0.0625 -4.8269
C 2.7028 1.3435 -5.1049
N 3.1643 2.3739 -5.3280
C 1.8401 -0.8127 -5.9206
N 1.6020 -1.5360 -6.7835
C -2.3063 5.7132 -1.3749
C -2.3640 4.5800 -0.3891
C -3.4563 4.4170 0.4557
C -3.5081 3.3725 1.3685
C -2.4399 2.4923 1.4373
C -1.3349 2.6306 0.6007
C -1.3095 3.6686 -0.3087
S -2.4791 1.1791 2.6002
O -1.3622 1.3440 3.5077
O -3.8085 1.0572 3.1133
N -2.1157 -0.1829 1.7759
C -2.9876 -0.5780 0.6536
C -2.3948 -1.7867 -0.0882
C -0.9349 -1.6342 -0.4607
O -0.5352 -0.5741 -1.0300
O -0.0889 -2.5131 -0.1554
H -3.1828 6.3542 -1.2963
H -2.2494 5.3346 -2.3965
H -1.4193 6.3253 -1.2070
H -4.2846 5.1122 0.3959
H -4.3615 3.2344 2.0170
H -0.5076 1.9322 0.6469
H -0.4589 3.7702 -0.9724
H -1.1460 -0.1126 1.4835
H -3.1356 0.2545 -0.0404
H -3.9513 -0.8585 1.0730
H -2.9617 -1.9129 -1.0130
H -2.4857 -2.6951 0.5040
```

<S²> = 0.771
ΔE to the lowest compared entry with this formula, charge and spin = 19.17 kcal per mole
LUMO energy (alpha / beta) = -0.0631 / -0.0635 hartree
Highest occupied orbital energy (alpha / beta) = -7.77 / -8.05 eV
Spin multiplicity = 2

Atom charges from the Mulliken analysis, given in e for atoms 1 to 5: 0.29, -0.43, 0.00, -0.33, 0.47

---

3.
Entry from the OMol25 dataset: the molecule C21H17N5O5 (ωB97M-V/def2-TZVPD).

The geometry in XYZ format:
```
48
C21H17N5O5 (ωB97M-V/def2-TZVPD)
N -7.1679 -2.6779 1.4636
C -6.1698 -2.1426 1.3157
C -4.9211 -1.4509 1.1233
H -4.1556 -2.1679 0.8142
H -4.6181 -1.0028 2.0741
C -5.0549 -0.3698 0.0403
N -3.7863 0.2726 -0.1699
C -3.4968 1.5775 -0.1152
C -2.1419 1.7164 -0.3871
C -1.7010 0.3818 -0.6303
N -2.7163 -0.4544 -0.4814
C -0.3794 -0.1369 -0.9560
C -0.0175 -1.3789 -0.4454
C 1.2534 -1.8890 -0.6497
C 2.1967 -1.1269 -1.3516
C 1.8067 0.0771 -1.9281
C 0.5295 0.5649 -1.7449
H 0.2360 1.4907 -2.2152
H 2.5340 0.6205 -2.5099
O 3.4943 -1.5276 -1.4876
C 3.8442 -2.6130 -0.6487
C 2.7424 -3.6686 -0.6694
H 2.9974 -4.5176 -0.0346
O 1.5451 -3.1275 -0.1533
H 2.5812 -4.0106 -1.7013
H 4.7853 -3.0070 -1.0332
H 3.9804 -2.2664 0.3840
H -0.7245 -1.9580 0.1247
C -1.5452 3.0524 -0.4744
O -2.2091 4.0011 -0.8483
N -0.2215 3.2927 -0.1618
C 0.7984 2.5465 0.3886
C 0.5823 1.4482 1.2262
C 1.6484 0.6989 1.6701
C 2.9441 1.0659 1.3195
C 3.1797 2.2111 0.5644
C 2.1126 2.9436 0.1056
H 2.2815 3.8186 -0.5040
H 4.1961 2.4873 0.3304
N 4.0490 0.2547 1.7172
O 3.8079 -0.8767 2.1001
O 5.1658 0.7225 1.6290
H 1.4965 -0.1691 2.2927
H -0.4202 1.1855 1.5198
H 0.0468 4.2269 -0.4566
H -4.2219 2.3304 0.1179
H -5.7852 0.3882 0.3325
H -5.3812 -0.8359 -0.8960
```

SMILES = N#CCCn1cc(C(=O)Nc2ccc([N+](=O)[O-])cc2)c(-c2ccc3c(c2)OCCO3)n1
LUMO energy = -0.0232 hartree
Highest occupied orbital energy = -8.30 eV

Atom charges from the Mulliken analysis, given in e for atoms 1 to 5: -0.39, 0.08, -0.09, 0.22, 0.29